1.
90
Properties=species:S:1:pos:R:3:lowdin_charge:R:1 method="wB97M-V/def2-TZVPD" lumo_energy_ha=-0.1670 e_homo_ev=-12.6 spin_multiplicity=1 charge=+2 e_above_lowest_kcal_mol=0.00
Ca 0.48963 0.27559 -0.07753 1.0447
C -2.22408 0.39737 1.88183 -0.0975
N -1.23930 1.39419 1.42296 -0.1084
C -1.81468 2.58837 0.78482 -0.1017
C -1.74823 2.52762 -0.71426 -0.3296
N -0.97832 1.71039 -1.38803 0.0136
C -1.17456 2.03359 -2.73325 -0.2499
C -0.64394 1.45215 -3.88280 -0.0359
C -1.02269 1.98563 -5.09669 -0.0664
C -1.91253 3.07102 -5.17345 -0.0566
C -2.45633 3.64572 -4.04235 0.0060
C -2.06877 3.09685 -2.82509 -0.1801
N -2.41980 3.38814 -1.51229 0.1869
C -2.29023 -0.82332 1.00962 -0.3151
N -1.46554 -1.09963 0.02739 0.0013
C -1.86045 -2.34946 -0.45530 -0.2987
C -1.33515 -3.11796 -1.49246 -0.0670
C -1.92504 -4.34113 -1.73705 -0.0631
C -3.01711 -4.79136 -0.97683 -0.0551
C -3.55184 -4.03441 0.04653 0.0075
C -2.94558 -2.80788 0.28628 -0.1787
N -3.19686 -1.80372 1.21471 0.1888
H -1.94684 0.07452 2.88925 0.1395
H -3.22098 0.84199 1.95982 0.1337
H -0.70993 1.70323 2.23309 0.0742
H -2.84838 2.75453 1.10317 0.1330
H -1.24183 3.46080 1.11307 0.1331
H 0.04141 0.61498 -3.82659 0.1131
H -0.63081 1.56247 -6.01119 0.1147
H -2.18373 3.46005 -6.14469 0.1158
H -3.15033 4.47233 -4.10667 0.1211
H -3.07523 4.09261 -1.21607 0.1782
H -0.50196 -2.76709 -2.08968 0.1072
H -1.54550 -4.96673 -2.53273 0.1143
H -3.45267 -5.75457 -1.20217 0.1159
H -4.39517 -4.38520 0.62509 0.1216
H -3.92895 -1.80750 1.90588 0.1786
I 1.16470 -3.17655 1.04073 1.0653
C 2.62330 -3.56334 2.52991 -0.5723
C 2.90228 -4.90361 2.56881 -0.1721
C 3.71974 -5.44413 3.57875 -0.0485
C 4.19922 -4.61812 4.54262 -0.0145
C 3.93459 -3.22869 4.51554 -0.1478
C 4.46494 -2.43904 5.56551 -0.0058
C 4.27196 -1.09571 5.59927 -0.0432
C 3.57735 -0.48477 4.54223 -0.0878
C 3.04048 -1.19862 3.49819 -0.2925
P 2.42109 -0.20320 2.09119 0.9409
C 3.89160 -0.05522 1.02062 -0.3851
C 5.09814 0.50660 1.43327 -0.0820
C 6.16417 0.59144 0.55078 -0.0548
C 6.04007 0.10717 -0.74594 -0.0594
C 4.85368 -0.48181 -1.16085 -0.0690
C 3.78888 -0.56435 -0.27576 -0.1721
C 2.12134 1.45154 2.81326 -0.4134
C 2.72369 2.62331 2.37222 -0.1002
C 2.31769 3.85928 2.87242 -0.0680
C 1.30968 3.93456 3.81707 -0.0600
C 0.70221 2.76555 4.27331 -0.0706
C 1.09927 1.53809 3.77114 -0.1449
C 3.16181 -2.63257 3.47186 -0.1830
H 2.47356 -5.56429 1.82956 0.0795
H 3.92855 -6.50436 3.58901 0.1195
H 4.80119 -5.00554 5.35438 0.1249
H 5.02903 -2.93656 6.34373 0.1260
H 4.66960 -0.49378 6.40433 0.1179
H 3.48719 0.59237 4.55728 0.1000
H 5.21377 0.86868 2.44801 0.1163
H 7.09952 1.02638 0.87718 0.1188
H 6.87904 0.16832 -1.42597 0.1179
H 4.77087 -0.89627 -2.15684 0.1148
H 2.89208 -1.11353 -0.56377 0.0338
H 3.52694 2.57550 1.65042 0.0646
H 2.80836 4.76167 2.53048 0.1189
H 1.00819 4.89353 4.21640 0.1156
H -0.06417 2.81741 5.03621 0.1162
H 0.64237 0.62780 4.15024 0.1159
C 1.23194 4.54807 -0.66579 -0.2998
Sb 2.26217 2.79581 -1.34951 1.2681
C 4.27258 3.43236 -1.03598 -0.3033
C 2.21621 3.33857 -3.41368 -0.3014
H 1.80484 5.43346 -0.93574 0.0217
H 1.09595 4.52267 0.41471 -0.0221
H 0.25949 4.59694 -1.15636 -0.0038
H 4.32421 4.50218 -1.23137 0.0190
H 4.91134 2.90560 -1.74269 0.0115
H 4.62894 3.22495 -0.03100 -0.0144
H 2.80172 4.24951 -3.52575 0.0205
H 1.19180 3.51475 -3.73145 -0.0074
H 2.65036 2.55031 -4.02535 0.0128

2.
94
Properties=species:S:1:pos:R:3:lowdin_charge:R:1 method="wB97M-V/def2-TZVPD" lumo_energy_ha=0.0594 e_homo_ev=-6.3 spin_multiplicity=1 charge=-1
C -1.09949 -4.08451 1.82184 -0.0324
C -2.09823 -2.97406 1.58974 -0.2169
C -1.72389 -1.98092 0.71760 -0.0588
C -2.56459 -0.94414 0.40388 -0.0947
C -3.78518 -0.91789 1.02443 -0.1068
C -4.17079 -1.89244 1.89366 -0.0524
C -3.34160 -2.95642 2.19993 -0.1975
C -3.91459 -3.99599 3.14619 -0.1600
S -3.17837 -4.03334 4.81290 0.5289
O -4.12561 -3.33329 5.65497 -0.3646
O -1.90504 -3.34226 4.81794 -0.3413
N -3.12925 -5.54885 5.37784 -0.3191
S -2.06009 -6.52858 4.68609 0.4883
O -2.22762 -7.82959 5.29730 -0.3534
O -2.18179 -6.64714 3.24702 -0.3544
C -0.37439 -6.04481 5.08081 -0.2803
C 0.16975 -6.70754 6.34836 -0.3414
C -0.19990 -5.87608 7.59184 -0.6227
I 1.02684 -4.11369 7.77826 0.7217
H -1.10363 -4.38828 2.85959 0.0308
H -1.32157 -4.90803 1.13804 0.0927
H -0.07716 -3.76364 1.59490 0.0795
H -0.74253 -2.00378 0.25312 0.1090
H -2.25629 -0.18538 -0.30535 0.0768
H -4.46277 -0.10456 0.77489 0.1005
H -5.15227 -1.82310 2.35214 0.1149
H -4.94901 -3.69817 3.32366 0.0873
H -3.97109 -4.99745 2.71634 0.0972
H -0.22710 -4.96520 5.16174 0.0482
H 0.23420 -6.36618 4.23065 0.1016
H -0.17607 -7.73118 6.49359 0.0989
H 1.26188 -6.71493 6.26973 0.0851
H -0.04350 -6.49146 8.47754 0.0367
H -1.25422 -5.59929 7.55270 0.0459
F -1.06245 0.50666 -1.73666 0.0433
C -0.19828 1.52801 -1.58027 -0.2770
C 0.00251 2.40757 -2.62516 -0.0206
C 0.89043 3.46149 -2.45593 -0.0943
C 1.56946 3.61325 -1.25389 -0.0938
C 1.35595 2.71386 -0.21664 -0.0683
C 0.46211 1.66516 -0.37557 -0.0048
H -0.53130 2.26556 -3.55629 0.1162
H 1.05426 4.16518 -3.26330 0.1008
H 2.25902 4.42795 -1.12663 0.0713
H 1.88726 2.82889 0.71883 0.1079
H 0.27508 0.95843 0.42321 0.1209
F 3.83076 5.52424 -1.90523 0.0328
C 3.90974 6.86143 -1.73370 -0.2778
C 2.75681 7.61583 -1.81371 -0.0137
C 2.83898 8.98868 -1.63251 -0.0799
C 4.06771 9.58603 -1.38488 -0.0967
C 5.21641 8.80965 -1.31268 -0.0833
C 5.13943 7.43502 -1.48300 -0.0166
H 1.80986 7.13131 -2.01497 0.1172
H 1.94297 9.59257 -1.68502 0.1058
H 4.12912 10.65772 -1.24779 0.1006
H 6.17471 9.27475 -1.12335 0.1045
H 6.02145 6.81093 -1.42213 0.1177
F -5.71844 -2.68390 11.53280 0.0406
C -5.86388 -1.99205 10.37972 -0.2923
C -5.24471 -2.45179 9.23434 -0.0019
C -5.39924 -1.74287 8.05166 -0.0573
C -6.16244 -0.58063 8.03682 -0.0934
C -6.77408 -0.13087 9.19961 -0.1025
C -6.62964 -0.84330 10.38218 -0.0400
H -4.64874 -3.35464 9.26883 0.1224
H -4.92456 -2.09718 7.14448 0.0715
H -6.27904 -0.02612 7.11440 0.0985
H -7.36504 0.77654 9.18751 0.0956
H -7.10439 -0.51510 11.29817 0.1079
F 5.04260 2.23381 -8.56646 0.0414
C 4.68786 2.66437 -7.33497 -0.2790
C 5.57003 3.45029 -6.62178 -0.0194
C 5.20420 3.89604 -5.35981 -0.0772
C 3.97165 3.54407 -4.82685 -0.0855
C 3.09955 2.74844 -5.55786 -0.0687
C 3.45530 2.30783 -6.82515 -0.0145
H 6.52926 3.70711 -7.05218 0.1158
H 5.88229 4.51886 -4.79123 0.1041
H 3.69156 3.89028 -3.84051 0.0813
H 2.14053 2.47038 -5.14028 0.0966
H 2.78596 1.69465 -7.41443 0.1064
F 0.74462 -2.62515 -11.00962 0.0561
C 1.59691 -1.59583 -10.84063 -0.2902
C 1.79381 -0.70894 -11.88032 -0.0220
C 2.66904 0.35317 -11.70232 -0.0808
C 3.34025 0.50962 -10.49648 -0.0939
C 3.13276 -0.39615 -9.46495 -0.0865
C 2.25110 -1.45496 -9.63295 -0.0134
H 1.26678 -0.85225 -12.81462 0.1152
H 2.82764 1.05996 -12.50618 0.1033
H 4.02405 1.33372 -10.36261 0.0849
H 3.65950 -0.27886 -8.52699 0.0981
H 2.06993 -2.16650 -8.83795 0.1186

3.
86
Properties=species:S:1:pos:R:3:lowdin_charge:R:1 method="wB97M-V/def2-TZVPD" lumo_energy_ha="-0.0172 / -0.0203" e_homo_ev="-6.1 / -6.4" spin_multiplicity=2 s_squared=0.7914 e_above_lowest_kcal_mol=18.64
Ru 0.12621 -1.05982 0.41432 0.5246
C 0.60411 -0.74872 4.76852 -0.0499
C 0.06551 -1.97402 5.20542 -0.0501
C -0.50099 -2.80342 4.26942 -0.0117
C -0.54409 -2.44132 2.91762 -0.1984
N -0.00839 -1.23452 2.51122 -0.0314
C 0.53611 -0.43862 3.43532 -0.1547
C -1.02199 -3.29122 1.85622 -0.2047
C -1.77849 -4.45572 2.06332 -0.0452
C -2.10019 -5.28382 1.01022 -0.0897
C -1.61659 -5.01842 -0.26268 -0.0740
C -0.88609 -3.85992 -0.49008 -0.1375
C -0.64309 -2.95172 0.52832 -0.2251
H 1.06231 -0.05952 5.45732 0.1031
H 0.10401 -2.24632 6.24892 0.1067
H -0.90109 -3.76072 4.56312 0.1058
H 0.93421 0.50428 3.07672 0.0785
H -2.12579 -4.69902 3.05642 0.0976
H -2.72439 -6.15072 1.17632 0.1002
H -1.81819 -5.69452 -1.08038 0.1017
H -0.51109 -3.67212 -1.49408 0.0580
C 0.17981 2.47788 -1.61658 -0.3529
C -0.70199 2.02698 -2.77538 -0.3701
C -0.23319 0.74588 -3.44668 -0.3656
Sb 0.35681 -0.94652 -2.15018 1.3187
C -1.94949 -1.53972 -2.36658 -0.3556
C -2.34819 -2.02932 -3.59668 -0.1629
C -3.68989 -2.26792 -3.84078 -0.1019
C -4.62509 -2.04592 -2.84488 -0.1078
C -4.21719 -1.59192 -1.60258 -0.1036
C -2.87559 -1.33082 -1.36498 -0.1784
C 2.49311 -0.10752 -2.55978 -0.3565
C 3.00541 -0.29872 -3.83028 -0.1581
C 4.19711 0.30388 -4.19978 -0.0964
C 4.87111 1.10888 -3.29668 -0.1075
C 4.35641 1.30858 -2.02698 -0.0959
C 3.17051 0.68998 -1.65768 -0.1800
Sb -0.42739 1.44308 0.20302 1.4525
C -2.24789 2.65998 0.14432 -0.3358
C -3.46469 2.26928 -0.40228 -0.1209
C -4.48809 3.19548 -0.55428 -0.0834
C -4.31509 4.50868 -0.15478 -0.0895
C -3.10789 4.89728 0.40162 -0.0824
C -2.08459 3.97938 0.53562 -0.1460
C 0.61761 2.64188 1.68092 -0.3982
C -0.00389 2.85898 2.90522 -0.1738
C 0.69151 3.40718 3.96622 -0.0908
C 2.03531 3.72028 3.83122 -0.0903
C 2.66431 3.50778 2.61402 -0.0901
C 1.96091 2.97588 1.54462 -0.1279
H 0.02791 3.54198 -1.42668 0.0572
H 1.22991 2.30788 -1.85228 0.0373
H -0.70279 2.81108 -3.54208 0.1067
H -1.73839 1.92798 -2.42918 0.0772
H 0.65171 0.96978 -4.04098 0.0392
H -1.01229 0.38268 -4.11558 0.0410
H -1.60409 -2.21722 -4.36348 0.0861
H -4.00539 -2.62602 -4.80968 0.0951
H -5.67189 -2.23772 -3.03238 0.0948
H -4.94489 -1.44242 -0.81778 0.0982
H -2.55859 -0.97022 -0.37908 0.0624
H 2.46561 -0.92622 -4.52528 0.0864
H 4.59631 0.14508 -5.19088 0.0972
H 5.80301 1.57648 -3.58018 0.0953
H 4.87721 1.95068 -1.32808 0.0962
H 2.77951 0.80708 -0.64748 0.0534
H -3.63519 1.24828 -0.72448 0.0802
H -5.42699 2.89058 -0.99688 0.1042
H -5.11329 5.22738 -0.27758 0.1014
H -2.95769 5.91778 0.72152 0.1029
H -1.13809 4.29128 0.95352 0.0842
H -1.04589 2.58618 3.01562 0.1036
H 0.19051 3.57618 4.90732 0.1030
H 2.58881 4.11528 4.67172 0.1006
H 3.71161 3.75358 2.50142 0.1019
H 2.46051 2.81698 0.59352 0.0908
C 3.69691 -3.05112 -0.03138 -0.0582
O 2.55791 -2.23012 -0.24268 -0.2108
C 2.27351 -1.17722 0.56272 -0.2572
C 3.21421 -0.89582 1.69212 -0.0691
H 3.70741 -3.47662 0.97412 0.0950
H 4.62321 -2.49062 -0.19568 0.0985
H 3.63001 -3.85212 -0.76288 0.0999
H 4.24381 -0.83322 1.32592 0.0896
H 3.17991 -1.69312 2.44352 0.1019
H 2.97401 0.04688 2.17942 0.0610